Entry 1:
{"formula": "C6H9NO", "method": "ωB97M-V/def2-TZVPD", "species": ["H", "C", "C", "O", "H", "H", "H", "N", "C", "C", "H", "C", "H", "C", "H", "H", "H"], "positions_angstrom": [[3.15, 0.50, 0.92], [-0.07, -1.54, -0.19], [2.54, 0.17, 0.08], [-1.02, 2.15, -0.59], [-0.32, -2.03, 0.76], [2.98, 0.61, -0.82], [0.87, -1.96, -0.54], [-3.29, -0.34, 0.20], [-2.17, 0.17, 0.16], [-1.14, 0.80, -0.38], [-1.89, 2.57, -0.49], [0.00, -0.06, 0.01], [-3.63, -0.67, 1.10], [1.14, 0.64, 0.25], [-0.83, -1.81, -0.92], [1.06, 1.70, 0.44], [2.62, -0.91, 0.00]], "e_homo_ev": -7.5, "multiplicity": 1, "total_energy_ha": -363.90820, "charge": 0, "relative_energy_kj_mol": 304.7}

Entry 2:
{"formula": "C6H10N", "method": "ωB97M-V/def2-TZVPD", "species": ["H", "C", "C", "H", "H", "H", "N", "H", "C", "C", "H", "H", "H", "C", "H", "H", "C"], "positions_angstrom": [[1.20, -1.53, 1.15], [0.17, 1.40, 0.20], [1.17, -0.95, 0.20], [-0.75, 1.87, 0.32], [-2.60, 0.38, -1.03], [-3.42, -1.08, -0.42], [2.46, -0.34, 0.19], [-0.98, -1.89, 0.28], [-0.12, -0.05, 0.16], [3.39, 0.19, -0.22], [0.81, 1.74, 1.04], [0.38, 1.84, -0.79], [4.28, 0.57, -0.67], [-2.66, -0.32, -0.23], [-3.05, 0.43, 0.46], [0.95, -1.47, -0.85], [-1.26, -0.80, 0.20]], "e_homo_ev": -12.9, "multiplicity": 1, "total_energy_ha": -288.98681, "charge": 1, "relative_energy_kj_mol": 252.5}

Entry 3:
{"formula": "C6H10", "method": "ωB97M-V/def2-TZVPD", "species": ["C", "H", "C", "H", "H", "C", "C", "H", "H", "H", "H", "C", "H", "C", "H", "H"], "positions_angstrom": [[1.42, -0.29, -0.01], [0.45, 1.54, -0.19], [-1.03, -0.03, -0.22], [-0.97, 0.34, -2.36], [0.07, -0.11, 2.37], [0.22, 0.83, 1.83], [2.25, -1.09, -0.34], [-0.63, 1.49, 2.04], [3.05, -1.74, -0.59], [-1.81, 0.73, -0.09], [-0.15, -1.13, -1.86], [-1.03, -0.50, -1.66], [-1.94, -1.07, -1.86], [0.29, 0.58, 0.32], [-1.32, -0.88, 0.42], [1.13, 1.30, 2.21]], "e_homo_ev": -9.9, "multiplicity": 1, "total_energy_ha": -234.55002, "charge": 0, "relative_energy_kj_mol": 137.8}

Entry 4:
{"formula": "C3H3HgO2", "method": "ωB97M-V/def2-TZVPD", "species": ["O", "C", "H", "H", "C", "O", "H", "Hg", "C"], "positions_angstrom": [[0.39, 1.25, 0.46], [-1.20, -0.26, -0.25], [-1.83, -0.95, 0.31], [-0.90, -0.52, -1.27], [-0.98, 0.98, 0.26], [1.81, -0.31, -0.30], [-1.60, 1.52, 0.97], [3.27, -1.82, -0.70], [1.05, 0.12, 0.52]], "e_homo_ev": [-13.5, -13.4], "multiplicity": 3, "total_energy_ha": -419.52677, "charge": 1, "relative_energy_kj_mol": 246.0}

Entry 5:
{"formula": "C4H6N2", "method": "ωB97M-V/def2-TZVPD", "species": ["C", "N", "N", "H", "C", "H", "C", "H", "H", "H", "H", "C"], "positions_angstrom": [[-0.47, -1.34, 0.98], [2.58, -0.73, -0.69], [-1.39, 1.10, -0.62], [-0.93, -1.32, 0.00], [0.82, -1.10, 1.19], [-2.09, 1.82, -0.44], [1.77, -0.88, 0.13], [-0.37, 2.59, -1.68], [1.24, -1.07, 2.19], [-1.12, -1.54, 1.83], [0.40, 0.90, -1.57], [-0.43, 1.56, -1.31]], "e_homo_ev": -10.0, "multiplicity": 1, "total_energy_ha": -265.45803, "charge": 0, "relative_energy_kj_mol": 203.6}

Entry 6:
{"formula": "C3H2FKLiO3", "method": "ωB97M-V/def2-TZVPD", "species": ["C", "O", "H", "H", "Li", "C", "F", "O", "O", "C", "K"], "positions_angstrom": [[0.19, -0.56, -1.13], [0.38, 1.48, 1.63], [-0.59, -1.90, -2.59], [1.18, -0.43, -1.57], [0.33, 1.80, 3.42], [-0.70, -1.40, -1.64], [-1.87, -1.62, -1.01], [2.01, 1.03, 0.14], [-0.08, 0.13, 0.02], [0.89, 0.98, 0.58], [-1.73, 0.48, 2.14]], "e_homo_ev": [-4.4, -9.4], "multiplicity": 2, "total_energy_ha": -1048.56832, "charge": 0, "relative_energy_kj_mol": 11.3}